Run one
Entry from OMol25: a structure of composition C31H29N9O9S3Ti (ωB97M-V/def2-TZVPD).

Geometry (Å):
1 Ti 2.390 -1.020 -0.104
2 N 3.320 -0.025 3.362
3 N 4.484 0.435 2.729
4 C 4.708 0.176 1.389
5 O 5.608 0.739 0.798
6 O 3.907 -0.715 0.850
7 H 2.609 0.701 3.370
8 H 3.560 -0.338 4.292
9 H 4.813 1.360 2.971
10 C -2.507 5.932 -0.822
11 C -1.333 5.126 -0.331
12 C -0.689 4.230 -1.174
13 C 0.369 3.454 -0.720
14 C 0.809 3.575 0.587
15 C 0.188 4.483 1.435
16 C -0.876 5.245 0.980
17 S 2.144 2.567 1.252
18 O 3.201 3.527 1.510
19 O 1.546 1.961 2.436
20 N 2.488 1.472 0.209
21 C 3.211 1.933 -0.978
22 C 2.710 1.083 -2.130
23 O 2.455 1.530 -3.231
24 O 2.557 -0.181 -1.809
25 H -3.379 5.293 -0.987
26 H -2.281 6.420 -1.772
27 H -2.786 6.701 -0.102
28 H -1.027 4.121 -2.199
29 H 0.842 2.748 -1.390
30 H 0.537 4.575 2.456
31 H -1.363 5.943 1.653
32 H 4.290 1.775 -0.871
33 H 3.044 2.985 -1.217
34 S 0.787 -2.700 -1.463
35 C 1.870 -3.461 -2.571
36 C 1.299 -4.125 -3.705
37 N 0.818 -4.675 -4.596
38 C 3.208 -3.492 -2.346
39 S 3.914 -2.779 -0.928
40 C 4.087 -4.182 -3.239
41 N 4.806 -4.731 -3.954
42 O 3.778 -2.929 2.325
43 C 2.576 -2.909 2.398
44 C 1.818 -3.641 3.505
45 C 0.415 -3.741 2.957
46 C 0.412 -2.746 1.800
47 O -0.620 -2.468 1.212
48 N 1.672 -2.276 1.533
49 H 1.875 -3.017 4.401
50 H 2.313 -4.587 3.716
51 H -0.387 -3.486 3.650
52 H 0.196 -4.726 2.538
53 C -3.660 -4.006 1.088
54 C -3.860 -2.852 0.146
55 C -4.890 -1.938 0.318
56 C -5.010 -0.830 -0.510
57 C -4.114 -0.637 -1.553
58 N -4.257 0.532 -2.345
59 C -3.311 1.211 -3.083
60 O -3.639 1.863 -4.066
61 N -2.011 1.157 -2.657
62 C -1.511 0.857 -1.368
63 C -2.150 1.234 -0.198
64 C -1.555 0.907 1.005
65 C -0.346 0.234 1.006
66 N 0.274 -0.109 -0.120
67 C -0.300 0.190 -1.284
68 C -3.112 -1.577 -1.770
69 C -2.977 -2.652 -0.911
70 H -4.397 -3.992 1.893
71 H -2.662 -3.947 1.525
72 H -3.741 -4.962 0.567
73 H -5.588 -2.065 1.138
74 H -5.782 -0.091 -0.328
75 H -5.186 0.746 -2.667
76 H -1.356 1.523 -3.331
77 H -3.087 1.775 -0.233
78 H -2.009 1.185 1.946
79 H 0.158 -0.011 1.927
80 H 0.233 -0.107 -2.178
81 H -2.402 -1.454 -2.578
82 H -2.138 -3.323 -1.054

## Properties
- HOMO level (eV) = -2.21
- total charge = -2
- LUMO energy (eV) = 3.8734
- HOMO-LUMO gap (eV) = 6.084



Run two
Entry from OMol25: a structure of composition C31H29N9O9S3Ti (ωB97M-V/def2-TZVPD).

Geometry (Å):
1 Ti -0.434 1.542 0.055
2 N -1.527 2.281 -2.657
3 N -2.590 1.363 -2.639
4 C -2.701 0.538 -1.540
5 O -3.750 -0.048 -1.320
6 O -1.604 0.403 -0.825
7 H -1.806 3.132 -2.171
8 H -1.256 2.467 -3.613
9 H -3.495 1.720 -2.911
10 C 6.646 2.313 3.036
11 C 5.686 1.837 1.976
12 C 5.849 2.202 0.644
13 C 4.932 1.810 -0.324
14 C 3.847 1.030 0.046
15 C 3.682 0.638 1.367
16 C 4.594 1.045 2.324
17 S 2.600 0.568 -1.130
18 O 3.162 0.863 -2.435
19 O 2.229 -0.782 -0.839
20 N 1.392 1.598 -0.827
21 C 1.781 2.955 -1.281
22 C 0.649 3.913 -1.072
23 O 0.658 5.028 -1.549
24 O -0.331 3.414 -0.353
25 H 7.583 2.657 2.595
26 H 6.870 1.520 3.751
27 H 6.215 3.145 3.599
28 H 6.702 2.810 0.359
29 H 5.049 2.093 -1.362
30 H 2.839 0.013 1.631
31 H 4.445 0.754 3.359
32 H 2.055 2.953 -2.334
33 H 2.640 3.339 -0.718
34 S 0.094 -0.433 1.371
35 C 0.737 0.067 2.904
36 C 1.075 -0.968 3.850
37 N 1.351 -1.794 4.605
38 C 0.961 1.359 3.225
39 S 0.632 2.645 2.137
40 C 1.529 1.701 4.510
41 N 2.000 2.006 5.516
42 O -2.207 1.003 3.146
43 C -2.582 1.910 2.440
44 C -3.578 2.957 2.930
45 C -3.889 3.783 1.697
46 C -3.052 3.132 0.611
47 O -3.155 3.449 -0.566
48 N -2.236 2.148 1.113
49 H -3.098 3.518 3.733
50 H -4.443 2.442 3.348
51 H -3.588 4.829 1.770
52 H -4.937 3.757 1.397
53 C -0.972 -4.867 2.849
54 C -1.624 -4.383 1.582
55 C -2.332 -3.183 1.545
56 C -2.940 -2.738 0.381
57 C -2.845 -3.494 -0.780
58 N -3.567 -3.058 -1.916
59 C -3.431 -3.432 -3.214
60 O -4.376 -3.494 -3.986
61 N -2.140 -3.765 -3.648
62 C -1.047 -2.838 -3.659
63 C -0.158 -2.936 -4.721
64 C 0.855 -2.012 -4.851
65 C 0.937 -0.977 -3.941
66 N 0.114 -0.870 -2.903
67 C -0.834 -1.804 -2.729
68 C -2.121 -4.681 -0.769
69 C -1.521 -5.106 0.403
70 H -1.521 -4.525 3.725
71 H 0.046 -4.483 2.943
72 H -0.927 -5.958 2.873
73 H -2.378 -2.558 2.429
74 H -3.451 -1.783 0.352
75 H -4.334 -2.423 -1.744
76 H -2.226 -4.234 -4.538
77 H -0.277 -3.731 -5.451
78 H 1.564 -2.081 -5.667
79 H 1.702 -0.211 -4.022
80 H -1.443 -1.700 -1.843
81 H -2.026 -5.269 -1.671
82 H -0.953 -6.031 0.396

## Properties
- HOMO level (eV) = -2.25
- total charge = -2
- LUMO energy (eV) = 4.2560
- HOMO-LUMO gap (eV) = 6.505



Most favorable structure: run two. The second most favorable one is 0.0089 hartree above it.



Run one
Entry from OMol25: a cluster of 14 separate species, C5H37NO15 in total (ωB97M-V/def2-TZVPD).

Geometry (Å):
1 C 1.465 -2.272 1.187
2 N 1.684 -1.246 0.307
3 C 3.041 -1.204 -0.295
4 C 3.600 0.219 -0.280
5 C 0.623 -0.958 -0.623
6 C -0.520 -0.164 -0.060
7 O -1.700 -0.720 -0.676
8 O 0.357 -2.541 1.628
9 H 2.364 -2.867 1.362
10 H 3.669 -1.881 0.259
11 H 2.935 -1.540 -1.322
12 H 2.961 0.910 -0.809
13 H 4.489 0.206 -0.918
14 H 3.768 0.498 0.750
15 H 1.032 -0.374 -1.431
16 H 0.256 -1.845 -1.129
17 H -0.613 -0.132 1.007
18 H -0.559 0.875 -0.378
19 H -2.362 -0.040 -0.675
20 H 1.501 0.358 3.698
21 H 1.817 0.629 2.245
22 O 1.899 1.041 3.125
23 H -1.679 3.789 -2.331
24 H -1.226 4.078 -0.880
25 O -2.034 4.022 -1.454
26 H 1.214 2.627 2.838
27 H 0.601 3.951 3.329
28 O 0.925 3.517 2.525
29 H 0.804 1.182 -3.550
30 H 1.534 2.572 -3.618
31 O 0.708 2.146 -3.331
32 H -0.573 -1.402 2.658
33 H -1.672 -0.590 2.944
34 O -0.784 -0.717 3.328
35 H -2.629 2.673 -0.371
36 H -2.357 1.789 0.876
37 O -3.005 1.903 0.141
38 H 0.797 -0.427 -5.062
39 H -0.079 -1.129 -4.059
40 O 0.681 -0.516 -4.116
41 H 0.713 3.358 -0.422
42 H 0.555 3.942 0.964
43 O 0.235 4.043 0.063
44 H -0.873 0.957 2.611
45 H -0.617 2.496 2.201
46 O -1.238 1.745 2.183
47 H -1.649 -4.208 -0.166
48 H -1.466 -2.663 -0.416
49 O -1.390 -3.551 -0.833
50 H -1.640 -1.352 -2.529
51 H -1.550 -2.873 -2.647
52 O -1.404 -2.058 -3.154
53 H 1.538 -4.225 -1.781
54 H 0.464 -3.795 -0.754
55 O 1.422 -4.011 -0.841
56 H -2.907 -0.723 0.831
57 H -3.474 -0.049 2.113
58 O -3.008 -0.848 1.790

## Properties
- HOMO level (eV) = -10.16
- total charge = 0
- LUMO energy (eV) = 0.2465
- HOMO-LUMO gap (eV) = 10.404



Run two
Entry from OMol25: a cluster of 14 separate species, C5H37NO15 in total (ωB97M-V/def2-TZVPD).

Geometry (Å):
1 C 0.384 -0.289 0.363
2 N 0.423 0.480 -0.868
3 C 0.094 0.036 -2.113
4 O -0.159 -1.286 -2.328
5 O 0.145 0.751 -3.093
6 C 1.294 0.355 1.359
7 C 0.866 1.759 1.873
8 C -0.475 1.792 2.649
9 H 0.604 -1.374 0.175
10 H -0.690 -0.349 0.758
11 H 0.452 1.518 -0.826
12 H -0.716 -1.812 -1.686
13 H 1.360 -0.413 2.168
14 H 2.366 0.429 1.216
15 H 0.670 2.343 0.907
16 H 1.710 2.244 2.456
17 H -0.858 2.851 2.766
18 H -0.339 1.599 3.686
19 H -1.015 1.033 2.082
20 H 2.413 -1.468 -2.183
21 H 1.521 -2.348 -3.005
22 O 2.287 -2.394 -2.390
23 H 2.823 -1.796 0.836
24 H 4.295 -2.300 1.199
25 O 3.713 -1.549 1.108
26 H 3.999 -0.593 -0.580
27 H 3.211 0.751 -0.798
28 O 3.534 -0.055 -1.227
29 H -1.900 -1.020 4.002
30 H -2.873 -0.571 2.903
31 O -2.263 -1.296 3.161
32 H 1.099 -4.567 -0.267
33 H 1.708 -3.405 -1.060
34 O 1.482 -3.692 -0.152
35 H 0.130 -2.859 1.665
36 H -1.320 -2.431 2.117
37 O -0.809 -3.031 1.558
38 H -2.186 1.877 -0.854
39 H -2.420 2.604 0.494
40 O -2.475 1.746 0.083
41 H -1.570 -2.688 0.173
42 H -2.944 -2.229 -0.216
43 O -2.089 -2.428 -0.629
44 H -3.688 0.166 -0.338
45 H -5.087 -0.093 -0.856
46 O -4.491 -0.327 -0.139
47 H -1.452 2.366 -3.039
48 H -0.633 3.008 -1.973
49 O -1.542 2.736 -2.161
50 H -4.476 0.142 2.123
51 H -3.503 1.220 1.790
52 O -3.886 0.763 2.567
53 H 3.351 0.824 -2.923
54 H 1.988 1.357 -3.640
55 O 2.916 1.488 -3.471
56 H 1.991 2.777 -2.034
57 H 1.586 4.273 -1.899
58 O 1.444 3.373 -1.494

## Properties
- HOMO level (eV) = -9.93
- total charge = 0
- LUMO energy (eV) = 0.2420
- HOMO-LUMO gap (eV) = 10.176



Most favorable structure: run two. The second most favorable one is 0.0204 hartree above it.



Run one
Entry from OMol25: the molecule C2H4S3 (ωB97M-V/def2-TZVPD).

Geometry (Å):
1 C 1.176 -0.125 -1.474
2 C 1.538 0.834 -0.397
3 S 2.769 0.692 0.654
4 S -0.048 2.407 -0.746
5 S -1.169 1.715 0.793
6 H 1.678 0.201 -2.284
7 H 0.128 -0.013 -1.723
8 H 1.377 -1.100 -0.944
9 H -0.773 2.784 1.628

## Properties
- HOMO level (eV) = -8.48
- SMILES string = CC(=S)SS
- total charge = 0
- LUMO energy (eV) = -0.5476
- HOMO-LUMO gap (eV) = 7.933



Run two
Entry from OMol25: a cluster of 2 separate species, C2H4S3 in total (ωB97M-V/def2-TZVPD).

Geometry (Å):
1 C 1.347 1.224 -0.152
2 C -0.567 0.152 -0.535
3 S 0.853 2.947 0.297
4 S 1.593 2.309 -1.567
5 S 2.652 0.337 0.534
6 H -0.636 0.834 -1.277
7 H -1.214 0.329 0.278
8 H -0.374 -0.865 -0.560
9 H 1.905 -0.017 1.730

## Properties
- HOMO level (eV) = -8.54
- total charge = 0
- LUMO energy (eV) = -0.1581
- HOMO-LUMO gap (eV) = 8.378



Most favorable structure: run one. The second most favorable one is 0.0496 hartree above it.